[1]
Below is a molecular structure, C22H37BrNNbP at a distorted geometry, with properties calculated with ωB97M-V with the def2-TZVPD basis set.

XYZ file:
```
63
C22H37BrNNbP | the Open Molecules 2025 dataset | ωB97M-V with the def2-TZVPD basis set
C 0.6416 -1.9024 -3.6879
C -0.2282 -0.9081 -3.1289
C 0.6033 0.0994 -2.5368
H -1.2940 -0.8190 -3.2947
C 1.9978 -0.2833 -2.7119
C 2.0108 -1.5079 -3.4260
H 2.9054 -1.9842 -3.7882
H 0.3329 -2.7688 -4.2750
H 0.2488 1.0504 -2.1778
H 2.8753 0.3195 -2.5161
Nb 0.8669 -1.7923 -1.4393
Br -1.4411 -3.0479 -1.2320
C 2.0907 -4.0603 -0.6337
C 3.0956 -3.9023 -1.6308
C 2.5214 -4.1676 -2.8950
H 4.1630 -3.7243 -1.4488
C 1.1623 -4.4856 -2.7119
C 0.8973 -4.5196 -1.3131
H 0.0226 -4.9741 -0.8320
H 2.2249 -4.0796 0.4561
H 3.0551 -4.1890 -3.8525
H 0.4304 -4.7108 -3.4998
C -0.0966 -1.2510 2.5914
C -1.1299 -0.1852 2.1813
C -2.3890 -0.8785 1.6259
C -1.4690 0.6540 3.4254
P -0.4162 0.7958 0.7638
N 0.3464 -0.3412 -0.1327
C -1.8058 1.9709 0.1112
C -2.5509 2.8152 1.1850
C -1.2359 2.9872 -0.8806
C -2.8836 1.1809 -0.6648
C 0.8813 2.0562 1.3344
C 1.7791 1.3680 2.3608
C 1.7151 2.5203 0.1164
C 0.4620 3.3349 2.0960
H -0.6308 -2.0403 3.1419
H 0.6745 -0.8187 3.2419
H 0.4029 -1.7185 1.7295
H -2.7049 -1.6489 2.3355
H -3.2365 -0.1781 1.5126
H -2.1920 -1.3746 0.6651
H -0.6356 1.3107 3.7172
H -2.3855 1.2505 3.3273
H -1.6232 -0.0794 4.2318
H -1.9408 3.6364 1.5835
H -3.4129 3.2736 0.6627
H -2.9517 2.2495 2.0318
H -0.7161 2.4845 -1.7001
H -2.0910 3.5297 -1.3159
H -0.5729 3.7185 -0.3840
H -2.4548 0.4611 -1.3745
H -3.5973 0.6680 -0.0040
H -3.4646 1.9288 -1.2315
H 2.1688 0.3999 2.0324
H 2.6140 2.0711 2.5400
H 1.2310 1.2680 3.3048
H 1.2146 3.2485 -0.5419
H 2.6104 3.0379 0.5044
H 2.0438 1.6850 -0.5218
H 0.0507 4.1621 1.5028
H -0.1968 3.1041 2.9367
H 1.4069 3.7009 2.5341
```

- Calculated total energy: -3887.2828 Eh
- Relative energy (zero: lowest compared OMol25 entry of this formula, charge and spin): 257.2 kJ/mol
- Total charge: +1
- Strongest force on any atom: 6.836 eV Å⁻¹

Want to see where the charge sits? The natural (NBO) charges in e are: C -0.29; C -0.30; C -0.23; H 0.29; C -0.30; C -0.25; H 0.28; H 0.29; H 0.26; H 0.28; Nb 1.29; Br -0.27; C -0.41; C -0.17; C -0.31; H 0.25; C -0.22; C -0.22; H 0.27; H 0.26; H 0.24; H 0.24; C -0.61; C -0.36; C -0.63; C -0.61; P 1.85; N -1.22; C -0.31; C -0.62; C -0.61; C -0.62; C -0.35; C -0.62; C -0.62; C -0.61; H 0.23; H 0.22; H 0.22; H 0.23; H 0.21; H 0.24; H 0.21; H 0.22; H 0.23; H 0.23; H 0.23; H 0.22; H 0.19; H 0.23; H 0.22; H 0.21; H 0.23; H 0.22; H 0.22; H 0.22; H 0.21; H 0.22; H 0.23; H 0.21; H 0.22; H 0.22; H 0.23

[2]
Below is a molecular structure, C54H49F8N3 at a distorted geometry, with properties calculated with ωB97M-V with the def2-TZVPD basis set.

XYZ file:
```
114
C54H49F8N3 | the Open Molecules 2025 dataset | ωB97M-V with the def2-TZVPD basis set
F 5.1791 17.2012 15.1524
C 5.6814 16.5643 16.2346
C 6.1772 17.2572 17.3006
C 6.7255 16.6121 18.4110
C 6.7198 15.2171 18.3709
C 6.0861 14.4957 17.3551
C 5.5753 15.1883 16.2803
H 6.1021 18.3370 17.3846
H 7.0989 17.1942 19.2365
H 7.1427 14.7145 19.2358
H 6.1208 13.4156 17.3421
H 5.1313 14.6762 15.4354
F 7.3446 12.0625 9.8075
C 7.6885 10.8699 10.3250
C 7.6023 9.7634 9.4814
C 7.8182 8.5339 10.0708
C 8.1724 8.4009 11.4064
C 8.3535 9.5357 12.1718
C 8.0670 10.7959 11.6507
H 7.2750 9.8331 8.4552
H 7.7417 7.6246 9.4849
H 8.4987 7.4530 11.8140
H 8.6822 9.4752 13.2018
H 8.1657 11.6910 12.2486
F 5.8335 14.9006 7.5247
C 5.5360 13.9563 6.6180
C 6.5652 13.2267 6.0175
C 6.2431 12.2705 5.0775
C 4.9121 11.9876 4.7988
C 3.9057 12.7485 5.3656
C 4.2112 13.7943 6.2266
H 7.6010 13.3696 6.2955
H 6.9965 11.6485 4.6124
H 4.6640 11.2293 4.0671
H 2.8791 12.6233 5.0459
H 3.4579 14.4929 6.5637
F 1.2451 9.1182 10.2623
C 2.1543 9.7528 11.0076
C 2.9658 10.7192 10.4487
C 3.9494 11.3366 11.2034
C 3.9791 11.1094 12.5771
C 3.1593 10.1500 13.1465
C 2.2485 9.4709 12.3553
H 2.7993 10.9925 9.4121
H 4.5673 12.0962 10.7449
H 4.6948 11.6791 13.1586
H 3.1463 9.9562 14.2103
H 1.5571 8.7516 12.7785
F 9.7849 13.2252 7.2492
C 10.1427 13.3439 8.5423
C 10.9122 12.3962 9.1863
C 11.3808 12.6502 10.4800
C 11.0898 13.8517 11.0961
C 10.2672 14.7938 10.4660
C 9.7499 14.4870 9.2259
H 11.3033 11.5173 8.6885
H 11.9883 11.8647 10.9078
H 11.5045 14.0412 12.0791
H 10.1623 15.7437 10.9703
H 9.1048 15.2050 8.7312
F 4.6067 17.0222 9.9527
C 4.7455 17.6029 8.7525
C 5.4652 16.9725 7.7443
C 5.6045 17.6171 6.5133
C 5.2272 18.9381 6.3625
C 4.4850 19.5591 7.3697
C 4.2458 18.8827 8.5520
H 5.9204 16.0100 7.9391
H 6.2033 17.0649 5.7996
H 5.4940 19.4632 5.4550
H 4.2052 20.5947 7.2394
H 3.6693 19.3441 9.3468
F 14.0583 20.7083 11.0765
C 13.2705 19.7708 11.6080
C 11.9106 19.9931 11.6747
C 11.0782 19.0689 12.2624
C 11.6007 17.9165 12.8022
C 12.9746 17.7102 12.8741
C 13.7987 18.6783 12.2645
H 11.5114 20.8778 11.1886
H 10.0211 19.2621 12.3696
H 10.9301 17.1812 13.2362
H 13.4483 16.8941 13.3947
H 14.8651 18.4973 12.3360
F 8.0327 18.1000 12.1073
C 7.6102 16.8135 12.0666
C 7.1722 16.2940 10.8540
C 6.7686 14.9634 10.8133
C 6.6278 14.2386 11.9895
C 7.0730 14.7805 13.1840
C 7.6413 16.0525 13.2249
H 7.2991 16.8954 9.9630
H 6.4863 14.5078 9.8742
H 6.1172 13.2857 11.9580
H 7.0652 14.1580 14.0695
H 7.8915 16.5033 14.1781
C 5.1013 18.7651 12.6205
C 3.7695 19.2098 12.2783
N 2.7113 19.5463 11.9936
H 5.7574 18.9143 11.7634
H 5.0431 17.6772 12.7251
H 5.3428 19.2229 13.5731
C 9.7593 18.0145 18.2626
C 9.8730 17.6064 16.8761
N 9.9969 17.2998 15.7749
H 9.4598 17.1352 18.8350
H 9.0772 18.8318 18.4728
H 10.7671 18.2532 18.6077
C 7.7826 19.9918 14.4596
C 7.7054 20.3199 15.8722
N 7.6023 20.4479 17.0052
H 7.1943 20.6426 13.8203
H 7.4213 18.9655 14.3540
H 8.8148 19.9394 14.1123
```

- Calculated total energy: -3050.1506 Eh
- Relative energy (zero: lowest compared OMol25 entry of this formula, charge and spin): 0.0 kJ/mol
- Strongest force on any atom: 7.794 eV Å⁻¹

Löwdin atomic charge list, values in e, 99 entries: F 0.05; C -0.28; C -0.02; C -0.08; C -0.09; C -0.07; C -0.03; H 0.10; H 0.10; H 0.10; H 0.11; H 0.11; F 0.05; C -0.29; C 0.00; C -0.09; C -0.10; C -0.08; C -0.02; H 0.12; H 0.11; H 0.10; H 0.10; H 0.11; F 0.04; C -0.23; C 0.00; C -0.08; C -0.09; C -0.08; C 0.00; H 0.10; H 0.11; H 0.10; H 0.11; H 0.12; F 0.07; C -0.30; C -0.02; C -0.08; C -0.09; C -0.08; C -0.02; H 0.12; H 0.09; H 0.09; H 0.10; H 0.12; F 0.05; C -0.28; C -0.02; C -0.09; C -0.08; C -0.07; C -0.02; H 0.12; H 0.10; H 0.10; H 0.10; H 0.11; F 0.06; C -0.27; C -0.02; C -0.07; C -0.10; C -0.08; C -0.02; H -0.01; H 0.11; H 0.10; H 0.10; H 0.10; F 0.07; C -0.30; C -0.02; C -0.09; C -0.12; C -0.06; C -0.02; H 0.12; H 0.08; H 0.07; H 0.10; H 0.11; F 0.03; C -0.29; C -0.03; C -0.07; C -0.08; C -0.07; C -0.01; H 0.12; H 0.09; H 0.07; H 0.10; H 0.09; C -0.08; C -0.29; N 0.14

[3]
Below is a molecular structure, C29H47Ge3N4RuSe, with properties calculated with ωB97M-V with the def2-TZVPD basis set.

XYZ file:
```
85
C29H47Ge3N4RuSe | the Open Molecules 2025 dataset | ωB97M-V with the def2-TZVPD basis set
Ru -0.8162 0.2732 0.2834
N -2.2993 0.1603 -1.2823
C -2.6393 -1.2740 -1.4754
C -1.3475 -2.0474 -1.4869
N -0.6131 -1.7544 -0.2176
H -3.1434 0.7106 -1.1497
H -1.9063 0.4962 -2.1624
H -3.2050 -1.4340 -2.3933
H -3.2469 -1.5981 -0.6343
H -0.7089 -1.7478 -2.3195
H -1.5441 -3.1154 -1.5791
H 0.3585 -2.0391 -0.3244
H -0.9885 -2.3348 0.5304
N 2.4313 1.1092 2.9091
C 1.4703 1.3217 2.0093
N 0.8050 0.2222 1.6975
C 1.3929 -0.7972 2.4707
C 1.1583 -2.1737 2.5702
C 1.9477 -2.9094 3.4294
C 2.9682 -2.3164 4.1911
C 3.2218 -0.9665 4.1039
C 2.4186 -0.2362 3.2347
H 3.0466 1.8107 3.2917
H 1.2619 2.2981 1.6088
H 0.3823 -2.6789 2.0172
H 1.7803 -3.9744 3.5169
H 3.5644 -2.9325 4.8495
H 4.0106 -0.4968 4.6764
C -0.7584 3.7141 -3.4520
Ge 1.0526 3.9050 -2.7600
C 1.4749 5.7132 -2.2217
C 2.3892 3.0728 -3.8905
C 1.0150 2.7936 -1.0775
Se 0.6975 0.9119 -1.4737
C 2.4727 0.1854 -1.1443
H -0.8196 4.1458 -4.4510
H -1.4740 4.2414 -2.8179
H -1.0509 2.6648 -3.5347
H 1.4699 6.3572 -3.1010
H 2.4646 5.7658 -1.7691
H 0.7402 6.0989 -1.5146
H 2.5135 3.6682 -4.7951
H 2.0965 2.0679 -4.1982
H 3.3550 3.0306 -3.3861
H 0.1863 3.1030 -0.4340
H 1.9544 2.8415 -0.5294
H 3.0112 0.1702 -2.0883
H 2.3887 -0.8252 -0.7509
H 2.9843 0.8162 -0.4224
C -1.6707 5.0357 1.0872
Ge -2.8948 3.5431 1.2813
C -3.8608 3.2444 -0.3752
C -4.0780 3.6646 2.8386
Ge -1.8830 1.4852 2.3423
C -0.9365 1.8091 3.9575
C -0.8272 0.8659 4.9856
C -0.1050 1.1733 6.1290
C 0.4968 2.4194 6.2588
C 0.3821 3.3695 5.2479
C -0.3360 3.0677 4.1029
C -2.7150 -0.2143 2.0213
C -2.2325 -1.4065 2.5911
C -2.9616 -2.5814 2.4772
C -4.2046 -2.5666 1.8515
C -4.7185 -1.3864 1.3182
C -3.9677 -0.2262 1.3760
H -2.1957 5.7751 0.4789
H -0.7516 4.7687 0.5682
H -1.4270 5.4899 2.0454
H -4.6991 3.9454 -0.3639
H -4.2940 2.2543 -0.5026
H -3.2311 3.4904 -1.2303
H -4.6021 4.6204 2.7578
H -3.5267 3.6607 3.7781
H -4.8218 2.8678 2.8397
H -1.3220 -0.0954 4.9179
H -0.0302 0.4488 6.9290
H 1.0400 2.6607 7.1634
H 0.8326 4.3462 5.3665
H -0.4319 3.8176 3.3237
H -1.3012 -1.4034 3.1400
H -2.5892 -3.4969 2.9200
H -4.7892 -3.4764 1.7977
H -5.6995 -1.3798 0.8613
H -4.3755 0.6906 0.9646
```

- Calculated total energy: -10078.4655 Eh
- Relative energy (zero: lowest compared OMol25 entry of this formula, charge and spin): 67.6 kJ/mol
- Total charge: +3
- Strongest force on any atom: 0.571 eV Å⁻¹

Want to see where the charge sits? The Löwdin charges in e are: Ru 0.74; N -0.07; C -0.19; C -0.18; N -0.04; H 0.07; H 0.07; H 0.14; H 0.09; H 0.12; H 0.14; H 0.10; H 0.08; N 0.18; C -0.20; N -0.05; C -0.21; C -0.04; C -0.04; C -0.03; C 0.02; C -0.18; H 0.19; H 0.12; H 0.08; H 0.12; H 0.13; H 0.13; C -0.20; Ge 0.76; C -0.19; C -0.20; C -0.53; Se 0.96; C -0.29; H 0.04; H 0.01; H 0.00; H 0.04; H 0.03; H 0.02; H 0.04; H 0.02; H 0.03; H -0.02; H 0.03; H 0.05; H 0.03; H 0.04; C -0.22; Ge 0.75; C -0.22; C -0.22; Ge 1.01; C -0.38; C -0.08; C -0.04; C -0.03; C -0.05; C -0.13; C -0.40; C -0.12; C -0.04; C -0.01; C -0.05; C -0.13; H 0.05; H 0.00; H 0.03; H 0.05; H 0.00; H 0.02; H 0.05; H 0.03; H 0.04; H 0.10; H 0.12; H 0.13; H 0.12; H 0.08; H 0.08; H 0.13; H 0.13; H 0.13; H 0.09

[4]
Below is a molecular structure, C10H21CeClI2N3OP2 at a distorted geometry, with properties calculated with ωB97M-V with the def2-TZVPD basis set.

XYZ file:
```
41
C10H21CeClI2N3OP2 | the Open Molecules 2025 dataset | ωB97M-V with the def2-TZVPD basis set
I 0.8632 -1.1618 -3.1100
I 2.5936 1.6727 -4.6963
Ce 0.3792 -1.3937 -0.3060
P 3.1393 -1.7690 0.0348
C 4.1867 -1.8169 -1.4488
C 4.1152 -0.8170 1.2212
H 2.3921 -3.5539 1.5224
H 4.1174 -3.7191 1.0122
H 2.7817 -4.1696 -0.1187
C 3.0982 -3.4815 0.6799
H 3.4844 -0.5686 2.0849
H 4.9672 -1.4343 1.5310
H 5.1062 -2.3500 -1.1824
H 4.4000 -0.7841 -1.7542
H 4.4557 0.1090 0.7381
H 3.6564 -2.3252 -2.2636
C 1.6514 0.6255 -0.4498
O 2.2309 1.6353 -0.4859
Cl 0.8023 -1.1959 2.3216
C -3.1560 2.1046 -1.1053
N -3.1081 0.6367 -1.1040
C -3.8969 0.0539 0.0223
N -3.5200 0.6685 1.2998
C -3.5998 2.1280 1.2426
N -2.7403 2.6943 0.1678
C -1.2863 2.5051 0.4488
P -0.9816 0.7271 0.5379
C -1.7255 0.1679 -1.1080
C -2.2497 0.2345 1.8250
H -4.2084 2.4044 -1.2958
H -2.5320 2.4794 -1.9046
H -3.7083 -1.0148 0.0440
H -4.9554 0.2576 -0.1862
H -3.3039 2.5513 2.1966
H -4.6427 2.4102 1.0111
H -0.6798 2.9421 -0.3645
H -1.0111 2.9787 1.4022
H -1.7718 -0.9210 -1.3037
H -1.1520 0.6237 -1.9263
H -1.9598 0.7397 2.7653
H -2.2317 -0.8738 2.0044
```

- Calculated total energy: -2845.3893 Eh
- Relative energy (zero: lowest compared OMol25 entry of this formula, charge and spin): 141.0 kJ/mol
- Total charge: +3
- Strongest force on any atom: 5.340 eV Å⁻¹

Want to see where the charge sits? The Löwdin charges in e are: I 0.73; I 0.62; Ce 0.02; P 0.70; C -0.23; C -0.21; H 0.05; H 0.09; H 0.07; C -0.20; H 0.04; H 0.09; H 0.08; H 0.06; H 0.07; H 0.03; C -0.28; O 0.17; Cl 0.23; C -0.15; N -0.11; C -0.10; N -0.13; C -0.12; N -0.10; C -0.23; P 0.95; C -0.38; C -0.25; H 0.16; H 0.14; H 0.14; H 0.16; H 0.14; H 0.16; H 0.12; H 0.13; H 0.05; H 0.07; H 0.13; H 0.11